No. 1
19 unconnected molecules or ions with the total composition C49H72BF4N24O3S at a distorted geometry, computed with wB97M-V/def2-TZVPD.

CARTESIAN COORDINATES (ANGSTROEM)
1 C -0.61506 -2.28838 -1.60888
2 C -1.04050 -1.83266 -0.12184
3 N -1.45964 -0.43786 -0.11443
4 C -2.64726 0.26676 -0.10134
5 N -3.90132 -0.25340 -0.14248
6 C -4.98944 0.77487 -0.04298
7 C -5.30815 1.50273 -1.40806
8 C -4.64215 0.88062 -2.68000
9 F -6.71907 1.53953 -1.62009
10 S -4.35264 -1.86595 -0.30288
11 O -3.71392 -2.55772 -1.41835
12 O -4.17263 -2.56181 0.96400
13 C -6.18981 -2.08508 -0.68871
14 F -6.30698 -3.39544 -0.99810
15 F -6.92675 -1.91466 0.43662
16 F -6.60651 -1.30314 -1.69776
17 N -2.39193 1.62321 -0.04217
18 C -1.02049 1.80758 -0.06371
19 C -0.25257 3.13511 -0.06356
20 C 0.50522 3.48729 1.14336
21 C 1.14818 4.80743 1.01308
22 C 0.93503 5.51635 -0.23582
23 N 0.25969 5.15118 -1.34295
24 C -0.35756 3.92246 -1.26687
25 N -0.53675 0.52786 -0.11951
26 B 0.97709 0.45823 -0.17883
27 N 1.81237 0.70870 0.99927
28 O 1.56219 0.09331 -1.39320
29 H -1.26804 -3.09015 -1.99751
30 H 0.45747 -2.57936 -1.61418
31 H -0.76344 -1.36763 -2.24351
32 H -0.13932 -2.05723 0.50258
33 H -1.78210 -2.58438 0.21163
34 H -5.95742 0.32241 0.31118
35 H -4.76526 1.52762 0.75770
36 H -4.98126 2.56708 -1.31048
37 H -5.30313 1.05791 -3.57170
38 H -3.71267 1.47407 -2.88800
39 H -4.46788 -0.21858 -2.63572
40 H 0.58805 2.84792 2.04187
41 H 1.75751 5.22735 1.84286
42 H 1.40810 6.52966 -0.28608
43 H -0.94286 3.55161 -2.14036
44 H 2.68893 1.16642 0.73853
45 H 2.09484 -0.17677 1.43835
46 H 2.09640 0.83175 -1.77074
47 C 2.04262 -1.63454 4.40731
48 C 3.22804 -1.04956 3.73874
49 N 4.15617 -0.59433 3.21920
50 H 1.19392 -0.95812 4.29803
51 H 1.79957 -2.59490 3.95520
52 H 2.24690 -1.78438 5.46565
53 C -2.36623 6.16820 -4.35564
54 C -3.41900 5.19109 -3.98538
55 N -4.22893 4.43128 -3.69132
56 H -2.82230 7.13552 -4.56908
57 H -1.65565 6.27398 -3.53441
58 H -1.83456 5.82485 -5.24316
59 C -5.99021 6.25786 -6.85374
60 C -5.20952 7.17638 -5.99603
61 N -4.60363 7.88880 -5.33009
62 H -6.20380 5.33797 -6.30915
63 H -6.92861 6.72641 -7.14401
64 H -5.42364 6.01915 -7.75282
65 C -1.67952 -6.30218 -3.37879
66 C -0.90342 -5.64769 -2.30091
67 N -0.30230 -5.14302 -1.46309
68 H -1.03271 -6.95725 -3.96096
69 H -2.47975 -6.89545 -2.93638
70 H -2.11350 -5.55312 -4.04068
71 C 5.14559 -2.86601 6.61633
72 C 4.04010 -3.67335 6.04338
73 N 3.18384 -4.31092 5.60227
74 H 4.85802 -2.48931 7.59251
75 H 6.03657 -3.48065 6.72002
76 H 5.36691 -2.02592 5.96206
77 C -4.88641 -6.04813 -6.66923
78 C -3.52973 -6.62968 -6.79115
79 N -2.47656 -7.08550 -6.90111
80 H -5.18723 -6.02672 -5.62213
81 H -4.88993 -5.03206 -7.06237
82 H -5.59856 -6.65043 -7.23202
83 C -2.65974 3.57717 3.44893
84 C -1.87159 4.48890 4.30844
85 N -1.26110 5.19579 4.97336
86 H -2.88007 2.65585 3.98786
87 H -3.59672 4.05323 3.16167
88 H -2.09329 3.33631 2.54929
89 C 9.02734 -0.94695 5.89080
90 C 7.92416 -1.23666 6.83535
91 N 7.06711 -1.46120 7.56510
92 H 8.96997 0.09102 5.56339
93 H 9.98628 -1.11393 6.37829
94 H 8.95245 -1.59582 5.02547
95 C -2.67632 -7.32757 1.01800
96 C -2.45739 -8.36071 -0.01988
97 N -2.28552 -9.15663 -0.82747
98 H -1.72730 -7.06958 1.48729
99 H -3.10465 -6.43329 0.56583
100 H -3.35986 -7.70586 1.77774
101 C 9.35157 -4.21931 2.58817
102 C 10.13382 -3.33450 3.48002
103 N 10.74093 -2.64799 4.17222
104 H 9.08990 -5.13728 3.11398
105 H 8.43695 -3.71592 2.27528
106 H 9.94045 -4.47028 1.70613
107 C 4.89647 -4.02458 10.83192
108 C 3.95813 -3.29033 9.95373
109 N 3.23168 -2.72127 9.27244
110 H 4.43647 -4.95220 11.17074
111 H 5.80916 -4.25781 10.28435
112 H 5.14688 -3.41339 11.69811
113 C 13.28383 -3.24103 6.13832
114 C 13.57206 -3.37706 7.58486
115 N 13.79365 -3.48228 8.70514
116 H 13.86794 -3.96814 5.57456
117 H 12.22577 -3.41437 5.95336
118 H 13.54328 -2.23850 5.80092
119 C -6.90135 10.02689 -8.43250
120 C -7.18893 8.70159 -9.02732
121 N -7.41799 7.67642 -9.50158
122 H -7.82651 10.59573 -8.32420
123 H -6.44429 9.90036 -7.45042
124 H -6.21651 10.57955 -9.07558
125 C 12.63553 -6.61727 3.22445
126 C 12.17395 -6.25159 1.86546
127 N 11.81498 -5.96710 0.81398
128 H 12.64278 -7.70119 3.33324
129 H 13.64290 -6.23593 3.38751
130 H 11.96676 -6.18842 3.97066
131 C 3.23929 1.79004 -4.86594
132 C 3.55024 1.65715 -3.42529
133 N 3.79628 1.55393 -2.30755
134 H 3.81208 1.05952 -5.43610
135 H 2.17626 1.61796 -5.03154
136 H 3.49674 2.79171 -5.20840
137 C -6.92193 13.90578 -6.56119
138 C -7.99289 13.03365 -7.09462
139 N -8.82365 12.35917 -7.50799
140 H -7.20732 14.28319 -5.57997
141 H -5.99518 13.34005 -6.46990
142 H -6.76127 14.74737 -7.23399
143 C -9.51393 1.21962 -2.99436
144 C -10.03829 1.59174 -4.32825
145 N -10.44280 1.87994 -5.36177
146 H -9.49290 0.13464 -2.89447
147 H -8.50532 1.60761 -2.87252
148 H -10.15214 1.63634 -2.21582
149 C -0.99357 -4.82857 4.35195
150 C -0.90232 -3.89291 3.20845
151 N -0.83160 -3.16625 2.32241
152 H -0.03518 -5.32702 4.49852
153 H -1.25269 -4.28110 5.25744
154 H -1.76010 -5.57779 4.15639

Atoms 1-2, force components in eV/Å:
-0.432 1.639 0.165
1.389 -2.732 -2.087

max |F| = 4.74 eV Å⁻¹
total charge = +1
multiplicity = 1
HOMO-LUMO gap = 9.87 eV
highest occupied orbital energy = -0.46012 Ha
energy = -116254.5757 eV
relative energy (zero: lowest compared OMol25 entry of this formula, charge and spin) = 0.0 kJ/mol

Mulliken atomic charge list, values in e, 99 entries: atom 1 (C): -0.81, atom 2 (C): -0.21, atom 3 (N): 0.10, atom 4 (C): 0.39, atom 5 (N): 0.08, atom 6 (C): -1.20, atom 7 (C): 0.72, atom 8 (C): -1.27, atom 9 (F): -0.29, atom 10 (S): 0.97, atom 11 (O): -0.54, atom 12 (O): -0.67, atom 13 (C): 0.51, atom 14 (F): -0.17, atom 15 (F): -0.17, atom 16 (F): -0.15, atom 17 (N): -0.27, atom 18 (C): -0.26, atom 19 (C): -0.01, atom 20 (C): -0.17, atom 21 (C): -0.80, atom 22 (C): -0.28, atom 23 (N): -0.46, atom 24 (C): -0.11, atom 25 (N): 0.55, atom 26 (B): 0.98, atom 27 (N): -0.33, atom 28 (O): -0.70, atom 29 (H): -0.13, atom 30 (H): 0.43, atom 31 (H): 0.29, atom 32 (H): 0.40, atom 33 (H): 0.23, atom 34 (H): 0.55, atom 35 (H): 0.32, atom 36 (H): 0.25, atom 37 (H): 0.43, atom 38 (H): 0.20, atom 39 (H): 0.32, atom 40 (H): 0.62, atom 41 (H): 0.39, atom 42 (H): 0.37, atom 43 (H): 0.44, atom 44 (H): 0.18, atom 45 (H): 0.02, atom 46 (H): 0.10, atom 47 (C): -0.75, atom 48 (C): 0.39, atom 49 (N): -0.50, atom 50 (H): 0.34, atom 51 (H): 0.15, atom 52 (H): 0.33, atom 53 (C): -0.74, atom 54 (C): 0.42, atom 55 (N): -0.41, atom 56 (H): 0.35, atom 57 (H): 0.18, atom 58 (H): 0.27, atom 59 (C): -0.89, atom 60 (C): 0.50, atom 61 (N): -0.55, atom 62 (H): 0.30, atom 63 (H): 0.27, atom 64 (H): 0.29, atom 65 (C): -0.83, atom 66 (C): 0.44, atom 67 (N): -0.47, atom 68 (H): 0.34, atom 69 (H): 0.28, atom 70 (H): 0.28, atom 71 (C): -0.89, atom 72 (C): 0.36, atom 73 (N): -0.49, atom 74 (H): 0.30, atom 75 (H): 0.42, atom 76 (H): 0.26, atom 77 (C): -0.75, atom 78 (C): 0.35, atom 79 (N): -0.39, atom 80 (H): 0.25, atom 81 (H): 0.26, atom 82 (H): 0.30, atom 83 (C): -0.13, atom 84 (C): 0.10, atom 85 (N): -0.35, atom 86 (H): 0.31, atom 87 (H): 0.32, atom 88 (H): -0.20, atom 89 (C): -0.60, atom 90 (C): 0.46, atom 91 (N): -0.42, atom 92 (H): 0.32, atom 93 (H): 0.25, atom 94 (H): -0.02, atom 95 (C): -0.47, atom 96 (C): 0.21, atom 97 (N): -0.39, atom 98 (H): 0.17, atom 99 (H): 0.12

---

No. 2
A molecular structure, BCd2H34O19P at a distorted geometry, computed with wB97M-V/def2-TZVPD.

CARTESIAN COORDINATES (ANGSTROEM)
1 Cd 3.54402 -0.71806 -1.96607
2 Cd -3.12895 0.79416 2.48984
3 P -0.04448 -0.17296 -0.11365
4 O 0.35053 -0.64733 -1.48096
5 O -1.05390 -1.11913 0.56752
6 O -0.78289 1.15895 0.08173
7 O 1.40130 -0.02872 0.44698
8 B -4.72380 3.93047 3.58488
9 H -4.01450 3.95569 2.77217
10 H -5.34849 4.80671 3.50615
11 H -5.32217 3.03365 3.54124
12 H -4.19611 3.92573 4.52603
13 O -0.54209 1.49054 4.67930
14 H -0.51130 1.67915 5.61723
15 H 0.32927 1.72363 4.35891
16 O 0.42135 -4.70508 -3.15426
17 H 0.45099 -3.77609 -2.92552
18 H 0.34771 -4.71503 -4.10857
19 O -2.18837 -0.20522 -4.84801
20 H -2.56462 -1.03818 -5.13236
21 H -1.66052 -0.42949 -4.08165
22 O 6.79956 -0.02028 -0.87040
23 H 7.14503 0.86084 -0.72720
24 H 7.53976 -0.60026 -0.69163
25 O 0.81717 5.46453 -0.58721
26 H 0.96235 5.71302 -1.50012
27 H 0.33656 4.63823 -0.63692
28 O 3.74144 2.32593 -3.58708
29 H 3.06015 2.54312 -4.22339
30 H 4.48545 2.87459 -3.83540
31 O 4.18064 -1.94907 -5.16733
32 H 3.65610 -1.64435 -5.90777
33 H 4.68307 -2.68540 -5.51605
34 O 3.21048 -1.76929 3.92553
35 H 2.91995 -1.25839 3.17001
36 H 2.65584 -2.54935 3.91538
37 O -0.26176 -4.67991 3.70080
38 H -0.42255 -5.45031 3.15595
39 H -0.56809 -3.94350 3.17157
40 O -3.84289 -3.09022 -1.97338
41 H -3.31185 -3.06080 -1.17754
42 H -3.34679 -3.64810 -2.57244
43 O -2.22027 3.87692 -2.91937
44 H -2.58792 4.67427 -2.53817
45 H -2.02074 3.32079 -2.16628
46 O 3.28369 3.25676 2.41966
47 H 3.00826 2.48852 1.91949
48 H 2.89593 3.99784 1.95416
49 O -5.68660 0.28615 0.10230
50 H -6.49980 0.73168 -0.13530
51 H -5.46115 -0.23050 -0.67131
52 O -4.16223 -1.75720 4.61966
53 H -3.60842 -2.34982 5.12792
54 H -4.79252 -2.33153 4.18479
55 O 4.23414 -3.97432 -0.94332
56 H 3.66235 -4.70651 -1.17395
57 H 4.75262 -4.29757 -0.20649

Atoms 1-2, force components in eV/Å:
-0.443 0.143 0.580
0.441 0.776 -0.547

max |F| = 5.09 eV Å⁻¹
multiplicity = 1
HOMO-LUMO gap = 2.96 eV
highest occupied orbital energy = -0.28070 Ha
energy = -58536.8131 eV
relative energy (zero: lowest compared OMol25 entry of this formula, charge and spin) = 0.0 kJ/mol

So, what does the natural (NBO) scheme give us? The charges, in e, come out as: atom 1 (Cd): 0.71, atom 2 (Cd): 1.41, atom 3 (P): 2.43, atom 4 (O): -0.98, atom 5 (O): -1.06, atom 6 (O): -1.04, atom 7 (O): -0.80, atom 8 (B): -0.79, atom 9 (H): 0.01, atom 10 (H): 0.08, atom 11 (H): 0.00, atom 12 (H): -0.01, atom 13 (O): -0.96, atom 14 (H): 0.48, atom 15 (H): 0.49, atom 16 (O): -0.94, atom 17 (H): 0.48, atom 18 (H): 0.47, atom 19 (O): -0.94, atom 20 (H): 0.46, atom 21 (H): 0.48, atom 22 (O): -0.95, atom 23 (H): 0.48, atom 24 (H): 0.47, atom 25 (O): -0.94, atom 26 (H): 0.47, atom 27 (H): 0.48, atom 28 (O): -0.95, atom 29 (H): 0.48, atom 30 (H): 0.47, atom 31 (O): -0.95, atom 32 (H): 0.47, atom 33 (H): 0.47, atom 34 (O): -0.94, atom 35 (H): 0.47, atom 36 (H): 0.47, atom 37 (O): -0.94, atom 38 (H): 0.47, atom 39 (H): 0.47, atom 40 (O): -0.95, atom 41 (H): 0.48, atom 42 (H): 0.47, atom 43 (O): -0.94, atom 44 (H): 0.47, atom 45 (H): 0.48, atom 46 (O): -0.95, atom 47 (H): 0.47, atom 48 (H): 0.48, atom 49 (O): -0.96, atom 50 (H): 0.48, atom 51 (H): 0.49, atom 52 (O): -0.95, atom 53 (H): 0.49, atom 54 (H): 0.48, atom 55 (O): -0.95, atom 56 (H): 0.48, atom 57 (H): 0.47

---

No. 3
4 unconnected molecules or ions with the total composition CH8O4 at a distorted geometry, computed with wB97M-V/def2-TZVPD.

CARTESIAN COORDINATES (ANGSTROEM)
1 C -0.09422 1.44016 -1.11010
2 O 0.63607 2.39589 -0.93195
3 H 0.04172 0.53386 -0.50447
4 H -0.97935 1.64745 -1.73477
5 O 0.94051 -0.92004 0.81128
6 H 0.88004 -1.03680 1.75972
7 H 1.77791 -0.51116 0.52948
8 O 2.79062 1.03041 0.44753
9 H 2.32963 1.66875 -0.12316
10 H 2.90783 1.55070 1.25067
11 O -3.73158 -2.56587 0.22845
12 H -4.50207 -2.37307 -0.31131
13 H -2.99710 -2.86028 -0.31135

Atoms 1-2, force components in eV/Å:
-0.208 1.570 0.787
0.346 -0.488 -0.233

max |F| = 1.77 eV Å⁻¹
multiplicity = 1
HOMO-LUMO gap = 10.99 eV
highest occupied orbital energy = -0.37797 Ha
SMILES string = C=O.O.O.O
energy = -9355.8505 eV
relative energy (zero: lowest compared OMol25 entry of this formula, charge and spin) = 41.7 kJ/mol

So, what does the natural (NBO) scheme give us? The charges, in e, come out as: atom 1 (C): 0.26, atom 2 (O): -0.55, atom 3 (H): 0.18, atom 4 (H): 0.12, atom 5 (O): -0.99, atom 6 (H): 0.48, atom 7 (H): 0.51, atom 8 (O): -0.97, atom 9 (H): 0.50, atom 10 (H): 0.48, atom 11 (O): -0.95, atom 12 (H): 0.47, atom 13 (H): 0.48